Record 1
73
Properties=species:S:1:pos:R:3:mulliken_charge:R:1 method="wB97M-V/def2-TZVPD" relative_energy_kj_mol=2232.9 e_homo_ev=-8.1 total_energy_ha=-2209.40141 charge=0 lumo_ha=-0.015 homo_lumo_gap_ha=0.28183 multiplicity=1
C -5.476 -2.273 1.418 -0.896
C -5.150 -2.164 -0.175 -0.164
O -4.100 -2.897 -0.663 -0.433
C -2.915 -2.608 -0.555 0.998
C -2.515 -1.576 -0.080 0.032
C -1.253 -1.146 0.117 0.452
C -0.342 -2.009 -0.360 -0.722
C -0.703 -3.061 -1.212 -1.976
C -2.069 -3.398 -1.192 -1.165
H -2.313 -4.390 -1.556 0.411
H -0.020 -3.551 -1.519 1.465
C 1.111 -1.424 -0.675 1.007
N 1.583 -0.867 -1.828 0.538
C 2.827 -0.073 -1.851 0.876
O 2.997 0.677 -2.880 -0.724
C 3.852 -0.632 -0.932 0.585
C 5.150 -0.031 -0.920 -0.435
N 5.291 1.312 -1.375 -0.507
H 6.386 1.805 -1.473 0.308
H 4.663 1.732 -2.056 0.196
C 6.035 -0.609 -0.313 0.609
N 5.567 -1.696 0.347 -0.533
S 4.159 -1.994 -0.172 0.002
C 7.391 -0.076 0.200 0.177
O 7.866 1.112 -0.639 -0.688
N 8.289 -0.955 0.743 -0.207
H 9.171 -0.931 0.963 0.103
H 7.841 -1.685 1.029 0.216
C 0.471 -0.374 -2.595 -1.450
C -0.350 0.713 -2.182 0.930
C -1.742 0.671 -2.326 -0.540
C -2.651 1.520 -1.930 0.308
C -2.070 2.782 -1.304 -0.308
C -0.753 2.816 -1.356 -0.041
C 0.094 1.897 -1.789 0.436
H 1.233 2.348 -1.800 -0.116
H -0.307 3.887 -1.145 0.128
H -2.746 3.541 -0.682 0.168
O -3.965 1.269 -1.818 -0.550
C -4.997 2.323 -1.333 -1.270
H -5.781 1.666 -1.415 0.370
H -4.947 3.175 -1.796 0.524
H -4.858 2.414 -0.341 0.453
H -2.227 -0.501 -2.619 0.064
H -0.118 -1.175 -3.040 0.419
H 1.260 -0.054 -3.598 0.386
C 1.680 -0.962 0.804 -0.167
O 2.090 -1.656 1.756 -0.662
N 1.529 0.579 0.657 0.998
H 0.930 1.027 0.031 -0.640
C 1.781 1.343 1.879 -1.206
H 2.413 0.764 2.555 0.413
H 2.466 2.261 1.510 0.349
C 0.522 1.593 2.746 -0.137
C -0.080 0.455 3.549 -0.737
H 0.134 0.652 4.690 0.329
C -1.728 0.682 3.163 -0.868
H -2.242 -0.121 2.818 0.255
C -1.740 2.064 2.321 0.120
H -1.833 2.866 3.172 0.412
H -2.446 1.803 1.417 -0.410
O -0.458 2.067 1.776 -0.277
H -2.171 0.948 4.105 0.489
H -0.031 -0.464 3.126 0.267
H 0.682 2.410 3.365 0.880
H 1.816 -2.539 -0.593 0.384
H -0.898 -0.227 0.575 -0.046
H -3.183 -0.595 0.655 -0.344
H -6.328 -2.591 -0.631 0.301
H -5.067 -1.048 -0.060 0.008
H -6.312 -1.529 1.744 0.336
H -5.672 -3.326 1.688 0.326
H -4.722 -1.967 1.859 0.191

Record 2
73
Properties=species:S:1:pos:R:3:mulliken_charge:R:1 method="wB97M-V/def2-TZVPD" relative_energy_kj_mol=0.0 e_homo_ev=-7.0 total_energy_ha=-2420.58964 charge=0 lumo_ha=0.006 homo_lumo_gap_ha=0.26143 multiplicity=1
Rb -0.130 0.254 -0.135 0.698
C 0.481 -3.383 3.641 -1.278
C 0.537 -2.158 2.770 0.243
N -0.365 -1.842 1.915 0.359
N -1.416 -2.702 1.781 -0.534
C -2.393 -2.209 1.031 -0.855
O -2.484 -1.055 0.533 0.061
C -3.529 -3.169 0.786 0.301
C -3.498 -4.485 1.241 -0.170
C -4.559 -5.339 0.983 -0.736
C -5.663 -4.891 0.270 -0.379
C -5.701 -3.581 -0.186 -0.689
C -4.637 -2.726 0.071 -0.222
C 1.698 -1.239 2.915 0.425
C 2.569 -1.369 3.999 -0.653
C 3.627 -0.487 4.134 -0.422
C 3.801 0.509 3.189 -0.679
C 2.894 0.564 2.141 -0.182
N 1.880 -0.277 1.996 0.105
H -0.302 -4.040 3.277 0.194
H 0.257 -3.123 4.680 0.303
H 1.437 -3.911 3.633 0.362
H -2.634 -4.820 1.795 0.430
H -4.527 -6.361 1.340 0.407
H -6.491 -5.560 0.070 0.376
H -6.560 -3.224 -0.741 0.408
H -4.645 -1.703 -0.281 0.435
H 2.411 -2.147 4.732 0.298
H 4.305 -0.576 4.973 0.408
H 4.611 1.222 3.257 0.379
H 2.991 1.330 1.377 0.348
C -1.104 -3.260 -4.371 -0.897
N -1.485 -1.865 -4.468 0.114
C -2.635 -1.386 -5.052 -0.581
C -2.638 -0.054 -4.899 -0.388
N -1.467 0.298 -4.224 0.397
C -0.744 -0.856 -3.935 -0.009
S 0.715 -1.102 -3.168 -0.293
C -1.176 1.638 -3.847 0.680
C -1.910 2.694 -4.394 -0.728
C -1.672 3.963 -3.903 -0.476
C -0.715 4.156 -2.919 -0.614
C -0.004 3.048 -2.499 -0.418
N -0.229 1.811 -2.947 -0.090
H -1.877 -3.858 -4.846 0.317
H -1.001 -3.545 -3.325 0.314
H -0.147 -3.421 -4.865 0.340
H -3.357 -2.033 -5.515 0.448
H -3.376 0.664 -5.193 0.348
H -2.638 2.539 -5.173 0.380
H -2.236 4.800 -4.295 0.402
H -0.515 5.128 -2.492 0.414
H 0.775 3.146 -1.755 0.454
C -3.746 0.353 3.317 -0.610
C -3.664 1.824 2.945 -0.623
N -2.347 2.189 2.430 -0.013
C -1.968 2.670 1.239 0.106
S -0.470 3.466 1.095 -0.363
N -2.733 2.500 0.144 -0.037
C -3.856 1.594 -0.089 0.165
C -3.799 1.079 -1.517 -1.353
H -4.731 0.129 3.729 0.314
H -2.996 0.108 4.070 0.337
H -3.558 -0.289 2.456 -0.107
H -3.848 2.448 3.823 0.413
H -4.420 2.094 2.213 0.293
H -1.621 2.301 3.121 0.259
H -2.365 2.986 -0.660 0.093
H -4.807 2.105 0.088 0.241
H -3.769 0.743 0.584 -0.047
H -3.767 1.904 -2.235 0.621
H -4.685 0.480 -1.729 0.465
H -2.927 0.440 -1.655 -0.009